(1)
Below is a cluster of 3 separate species, C19H40Cl2N2O2 in total in a non-equilibrium geometry, with properties calculated with wB97M-V/def2-TZVPD.

Kohn-Sham gap   9.50 eV
Maximum force   0.065 Eh/bohr
LUMO energy   0.648 eV
SMILES   CC1(C)CCCC(C)(C)N1O.CC1(C)CCCC(C)(C)N1O.ClCCl
HOMO energy   -8.850 eV

Positions of all 65 atoms, in Å:
C -1.06804 0.51353 -0.32230
Cl -0.93402 -0.90415 -1.37113
Cl 0.50755 0.69352 0.44849
H -1.15080 1.44062 -0.89319
H -1.82763 0.30073 0.46476
C -1.77615 3.83797 -4.46544
C -1.01095 3.27764 -3.22426
C 0.24278 4.15444 -2.94917
C -0.20744 5.47218 -2.38044
C -0.83580 5.26781 -0.99716
C -2.14265 4.42135 -1.14492
N -1.78504 3.23187 -1.94063
O -2.96008 2.43452 -2.17334
C -2.49695 3.97701 0.20857
C -3.18069 5.40596 -1.76290
C -0.52973 1.87034 -3.69275
H -0.96655 3.85835 -5.26558
H -2.09580 4.85621 -4.41216
H -2.55138 3.13587 -4.76029
H 0.89557 3.71761 -2.24281
H 0.72889 4.32822 -3.89672
H -0.91798 6.00688 -3.07365
H 0.61393 6.16785 -2.28436
H -1.33389 6.11658 -0.51724
H -0.06670 4.83593 -0.33397
H -1.75951 3.28432 0.50936
H -2.50868 4.80559 1.04817
H -3.40554 3.40389 0.34870
H -2.71684 6.33973 -2.19709
H -3.76053 4.79353 -2.41761
H -3.94363 5.72184 -1.04755
H -1.37805 1.23732 -3.86681
H 0.12535 1.46986 -3.03000
H -0.00646 2.03466 -4.64158
H -2.79730 1.58337 -1.82477
C 1.89840 -6.15234 1.81928
C 2.23766 -4.67716 1.41951
C 1.02483 -4.22797 0.45425
C -0.16385 -3.67996 1.32868
C 0.25155 -2.82321 2.53362
C 1.40298 -3.33958 3.39147
N 2.50814 -3.73624 2.46794
O 3.48999 -4.39147 3.36286
C 1.74857 -2.10832 4.25377
C 0.90761 -4.52971 4.24190
C 3.53895 -4.77473 0.58502
H 0.85863 -6.35627 1.90226
H 2.37981 -6.79978 1.08512
H 2.38611 -6.38164 2.72033
H 1.39892 -3.47881 -0.16497
H 0.74396 -5.12084 -0.13999
H -0.80861 -3.04639 0.71355
H -0.74476 -4.54084 1.52828
H -0.57692 -2.59498 3.19893
H 0.54196 -1.90067 2.02958
H 1.90637 -1.21275 3.69361
H 2.67964 -2.40542 4.75883
H 1.04365 -1.85659 5.11868
H 0.30738 -5.22154 3.66273
H 0.27863 -4.24425 5.14678
H 1.74067 -5.09703 4.49666
H 4.24056 -5.37572 1.18630
H 3.44844 -5.36166 -0.36655
H 4.04195 -3.81708 0.34093
H 4.28950 -3.83999 3.33238

Atoms 1-6, force components in eV/Å:
C 0.302 -0.446 0.642
Cl -0.542 -0.093 -0.371
Cl 0.413 0.292 0.652
H -0.544 -0.199 0.019
H 0.521 0.433 -0.812
C 2.050 -0.637 -0.477

(2)
Below is a structure of composition C19H32BrNO4Re, with properties calculated with wB97M-V/def2-TZVPD.

Kohn-Sham gap (alpha / beta)   8.47 / 7.80 eV
Charge   +2
Maximum force   0.008 Eh/bohr
LUMO energy (alpha / beta)   -5.581 / -5.939 eV
Relative energy (zero: lowest compared OMol25 entry of this formula, charge and spin)   14.2 kcal/mol
HOMO energy (alpha / beta)   -14.050 / -13.736 eV
Multiplicity   2

Positions of all 58 atoms, in Å:
Re 0.20043 0.31694 -0.36491
C -1.13457 3.01325 0.06153
C -2.37028 2.16348 0.01849
O -2.02533 0.93810 -0.66294
C -3.15841 0.02381 -0.69602
C -2.79220 -1.32700 -0.08483
O -1.71905 -1.03279 0.77709
C -1.41170 -1.91795 1.83018
C -0.03578 -1.44139 2.30736
O 0.26799 -0.10947 1.83062
C -0.32951 0.95110 2.59911
C 0.19883 2.23138 2.00835
O -0.05192 2.21899 0.58344
H -1.27864 3.90182 0.67537
H -0.81832 3.32042 -0.93372
H -3.16609 2.67146 -0.52980
H -2.73165 1.92288 1.02145
H -3.47898 -0.07261 -1.73381
H -3.96752 0.48553 -0.13316
H -2.48120 -2.05816 -0.83567
H -3.64679 -1.73846 0.45824
H -1.34767 -2.95347 1.48480
H -2.18007 -1.85877 2.60531
H 0.75969 -2.06260 1.90227
H 0.04550 -1.44481 3.39399
H -0.01819 0.86090 3.64161
H -1.41668 0.87635 2.53411
H 1.28024 2.29612 2.11727
H -0.25996 3.10698 2.46573
C 0.31044 -4.01314 -4.14069
C 0.87437 -3.27161 -2.95900
C 2.02279 -3.75031 -2.33769
C 2.64371 -3.03069 -1.32434
C 1.98991 -1.89779 -0.92366
Br 2.71753 -0.58756 0.23498
N 0.81880 -1.47374 -1.38732
C 0.29524 -2.09476 -2.46608
H 1.07944 -4.62873 -4.60244
H -0.07801 -3.34513 -4.90620
H -0.50082 -4.67550 -3.83234
H 2.48426 -4.66026 -2.70002
H 3.59243 -3.32060 -0.89761
H -1.30332 -2.00018 -3.87265
C 1.19140 -0.30032 -4.43822
C -0.23012 -0.09597 -3.91560
C -0.28827 1.13028 -3.00837
C -1.16811 0.19261 -5.09428
C -0.78836 -1.34957 -3.17015
H 1.49520 0.56595 -5.02708
H 1.25219 -1.17354 -5.09007
H 1.92258 -0.42341 -3.63607
H 0.15008 2.00299 -3.49846
H 0.38223 1.12864 -2.08189
H -1.30789 1.35752 -2.72118
H -0.88463 1.11285 -5.60650
H -2.20457 0.29487 -4.76403
H -1.12486 -0.61918 -5.82123
H -1.53210 -1.01264 -2.44929

Atoms 1-6, force components in eV/Å:
Re -0.132 0.229 0.344
C 0.038 -0.002 0.048
C -0.053 -0.033 -0.074
O -0.019 -0.156 0.172
C -0.018 0.107 -0.168
C 0.046 -0.027 -0.001

(3)
Below is a cluster of 12 separate species, C42H114N6O18 in total in a non-equilibrium geometry, with properties calculated with wB97M-V/def2-TZVPD.

Kohn-Sham gap   9.19 eV
Maximum force   0.047 Eh/bohr
LUMO energy   0.395 eV
Relative energy (zero: lowest compared OMol25 entry of this formula, charge and spin)   0.0 kcal/mol
SMILES   COCCNCCOC.COCCNCCOC.COCCNCCOC.COCCNCCOC.COCCNCCOC.COCCNCCOC.CO.CO.CO.CO.CO.CO
HOMO energy   -8.798 eV

Positions of all 180 atoms, in Å:
C -12.08645 -1.78306 -0.63697
O -11.51347 -0.83699 0.22406
C -12.06871 0.45118 0.12659
C -11.61723 1.30610 1.27928
N -10.17209 1.41742 1.24381
C -9.63047 2.09780 2.42939
C -8.12270 1.93251 2.43773
O -7.76110 0.57898 2.27408
C -6.34404 0.45784 2.25698
H -13.04870 -2.21374 -0.34039
H -11.43384 -2.65957 -0.62691
H -12.11952 -1.39934 -1.66013
H -13.16283 0.46593 0.01109
H -11.78660 0.90770 -0.83569
H -11.97658 0.83345 2.20617
H -12.12274 2.26758 1.16326
H -9.77424 0.48489 1.27986
H -10.03000 1.57274 3.31093
H -9.90370 3.15164 2.47283
H -7.72825 2.34299 3.37536
H -7.73773 2.58274 1.64336
H -6.17916 -0.60386 2.07052
H -5.92167 0.73658 3.22594
H -5.89858 1.04271 1.44866
C -0.47031 0.34135 7.20533
O 0.73484 0.62307 6.51573
C 1.33597 1.83620 6.92792
C 2.79726 1.92493 6.52718
N 2.91073 2.05883 5.06284
C 4.27983 1.85506 4.56649
C 4.62370 0.36755 4.49491
O 3.88725 -0.22448 3.45398
C 4.27318 -1.55052 3.19557
H -0.23937 0.28608 8.27323
H -0.83633 -0.57997 6.76249
H -1.22239 1.11994 7.03176
H 1.42601 1.72619 8.02239
H 0.68847 2.67394 6.66110
H 3.37704 1.09684 6.94954
H 3.20847 2.84985 6.94179
H 2.46638 1.19760 4.73704
H 5.01324 2.42747 5.13734
H 4.33443 2.24851 3.54767
H 4.48204 -0.16960 5.44436
H 5.69957 0.21533 4.31309
H 4.09725 -2.17850 4.07812
H 5.32948 -1.66700 2.93585
H 3.64814 -1.96077 2.40528
C 1.18194 -3.84238 4.88321
O 0.66320 -3.67001 3.58122
C -0.43477 -2.73468 3.53225
C -0.83687 -2.73434 2.07316
N -1.81184 -1.70085 1.76008
C -2.07976 -1.66889 0.33361
C -2.83233 -0.38143 -0.03317
O -2.12126 0.80213 0.25419
C -2.77852 1.95574 -0.25333
H 2.02632 -4.53088 4.87173
H 0.43886 -4.32280 5.53227
H 1.49368 -2.86249 5.25234
H -0.12431 -1.78368 3.96816
H -1.19600 -3.27042 4.11340
H -1.23101 -3.70853 1.76798
H 0.09544 -2.67543 1.48427
H -1.43320 -0.81358 2.07714
H -2.81696 -2.44095 0.09852
H -1.18228 -1.77358 -0.28883
H -3.79502 -0.37594 0.49109
H -3.06338 -0.48077 -1.10261
H -3.72485 2.09843 0.26964
H -2.96953 1.80189 -1.32435
H -2.06628 2.77927 -0.26037
C 3.93809 -3.69549 -4.61300
O 4.81804 -3.97497 -5.67000
C 5.15506 -2.86141 -6.46222
C 6.57205 -2.94347 -7.02028
N 6.78153 -1.77257 -7.86975
C 8.14284 -1.67501 -8.40550
C 8.36684 -0.42585 -9.19878
O 8.64623 0.63663 -8.29792
C 8.88455 1.85911 -8.98682
H 4.27669 -2.86732 -3.98085
H 3.90763 -4.59475 -3.99691
H 2.90720 -3.52471 -4.93772
H 5.12869 -1.96319 -5.83431
H 4.42706 -2.63619 -7.24943
H 6.79522 -3.87494 -7.55753
H 7.27366 -2.93871 -6.18295
H 6.21098 -1.96890 -8.68826
H 8.31586 -2.55099 -9.05659
H 8.91374 -1.87039 -7.65750
H 7.53108 -0.18849 -9.86745
H 9.22973 -0.54860 -9.86605
H 9.54177 2.47468 -8.37375
H 7.94028 2.38167 -9.14551
H 9.42843 1.64641 -9.91078
C 1.36243 -1.43913 -2.80101
O 1.80265 -1.00635 -1.53718
C 1.15574 0.15093 -1.08761
C 1.50416 0.34721 0.37940
N 0.65422 1.35488 0.99968
C 0.87582 1.37314 2.47131
C -0.23472 2.18897 3.11914
O -1.36655 1.38088 3.30366
C -2.49841 2.12573 3.72268
H 0.27843 -1.57846 -2.79792
H 1.93127 -2.31338 -3.11179
H 1.63449 -0.72851 -3.59585
H 0.06685 0.03028 -1.19996
H 1.41647 1.05351 -1.65625
H 2.53910 0.69131 0.42991
H 1.35659 -0.61616 0.88248
H -0.33825 1.16142 0.81981
H 1.87058 1.77622 2.64670
H 0.80583 0.36960 2.91014
H -0.46374 3.03192 2.45485
H 0.14813 2.65044 4.03664
H -2.74694 2.79250 2.89492
H -2.25232 2.68370 4.63364
H -3.28280 1.43426 4.02301
C -0.30455 -2.20581 -5.60898
O 0.45524 -3.30514 -5.17376
C -0.22963 -4.54684 -5.25534
C 0.60194 -5.57532 -4.50010
N 0.63328 -5.17116 -3.09928
C 1.51311 -6.03472 -2.32293
C 1.84336 -5.35563 -1.01121
O 2.67775 -4.26347 -1.36847
C 3.19684 -3.57827 -0.24927
H -1.28824 -2.16649 -5.12463
H -0.51898 -2.35615 -6.67335
H 0.18111 -1.25238 -5.42616
H -0.35910 -4.79731 -6.31429
H -1.19447 -4.42760 -4.75087
H 1.61885 -5.56413 -4.92794
H 0.30806 -6.61967 -4.62284
H 1.09932 -4.26769 -3.15021
H 2.44698 -6.18301 -2.88200
H 1.07508 -7.01306 -2.11234
H 2.25415 -6.12636 -0.34663
H 0.99281 -4.89680 -0.49310
H 2.41977 -2.95496 0.21093
H 3.97498 -2.90152 -0.60163
H 3.60125 -4.27576 0.49028
C 0.93318 4.33438 -0.91300
O 0.82789 4.13759 0.49014
H 1.43390 5.24788 -1.22976
H 1.48422 3.51371 -1.37908
H -0.09015 4.38079 -1.29882
H 0.71915 3.16600 0.63208
C -5.51289 4.69164 3.60651
O -5.45753 4.19368 2.26306
H -5.01388 3.92531 4.19416
H -5.05592 5.67801 3.70368
H -6.58529 4.74234 3.81661
H -6.02764 4.70430 1.68438
C 1.57255 2.45660 -4.57288
O 0.61487 3.30720 -5.17557
H 2.58203 2.86351 -4.59192
H 1.38007 2.36571 -3.49799
H 1.57780 1.46520 -5.03228
H -0.25957 2.93803 -5.03738
C 2.39043 5.19307 3.51777
O 1.64430 5.90578 2.54721
H 3.19611 4.58548 3.09200
H 2.82919 5.88162 4.24367
H 1.72667 4.54311 4.10339
H 1.37351 5.20124 1.92929
C -2.70420 4.37890 7.41923
O -2.19894 5.63644 7.83082
H -3.23427 3.96741 8.27432
H -3.26807 4.40339 6.48273
H -1.83556 3.73600 7.21028
H -1.84059 6.11419 7.07863
C 4.78915 0.04750 -3.73180
O 5.01619 1.39037 -4.16076
H 3.98171 -0.39081 -4.33155
H 5.69445 -0.54757 -3.88249
H 4.47463 0.04439 -2.68965
H 5.38551 1.28156 -5.04384

Atoms 1-6, force components in eV/Å:
C 0.637 -0.740 -0.323
O -0.396 -0.122 0.548
C -0.559 0.420 -1.161
C -0.052 -0.595 -0.270
N 0.168 0.839 0.344
C -0.086 -1.525 -0.038

(4)
Below is the molecule C4H2OS in a non-equilibrium geometry, with properties calculated with wB97M-V/def2-TZVPD.

Kohn-Sham gap   6.77 eV
Maximum force   0.042 Eh/bohr
LUMO energy   -1.477 eV
Relative energy (zero: lowest compared OMol25 entry of this formula, charge and spin)   61.5 kcal/mol
HOMO energy   -8.244 eV

Positions of all 8 atoms, in Å:
C 0.78609 -0.87683 0.01744
C 0.88351 0.43877 0.05913
C -2.69461 0.78270 -0.21211
C -1.38077 0.43290 -0.08358
O -0.22260 1.19758 -0.01293
S -0.95449 -1.35475 -0.10065
H 1.69599 -1.43420 0.13668
H 1.88690 0.81383 0.19602

Atoms 1-6, force components in eV/Å:
C -1.316 0.684 0.027
C 1.093 -1.438 0.118
C 2.103 -0.323 0.272
C -0.400 -0.468 -0.339
O -1.249 0.815 0.028
S 0.595 0.401 0.079